The following is a quantum chemistry calculation of the ion C4H11N2O with charge +1 in a non-equilibrium geometry, from the Open Molecules 2025 dataset.

* SMILES string: C[NH2+][C@]1(O)C[C@H]1N
* orbital gap: 0.339 Eh

```
! RIJCOSX wB97M-V def2-TZVPD def2/J DEFGRID3
* xyz 1 1
C -0.572 0.785 -0.888
C -1.443 0.618 0.328
C 0.017 -0.344 -0.092
C 2.469 0.012 -0.158
N -2.555 -0.218 0.265
N 1.260 -0.189 0.681
O -0.265 -1.654 -0.342
H -1.002 0.499 -1.841
H -0.006 1.703 -0.962
H -1.289 1.258 1.182
H 2.569 -0.826 -0.845
H 2.371 0.930 -0.732
H 3.354 0.072 0.472
H -3.130 -0.219 1.095
H -3.117 -0.123 -0.571
H 1.179 0.583 1.354
H 1.369 -1.072 1.202
H -1.212 -1.815 -0.147
*
```